16
Properties=species:S:1:pos:R:3 method="wB97M-V/def2-TZVPD" e_tot_ev=-22495.0565 e_homo_ev=-10.07 smiles=N[C@@H]1[C@H](N)[C@@H](F)[C@H]1Cl
N 1.06727 -1.47858 0.62005
C -0.08811 -0.92790 -0.18320
C 0.21313 0.58556 -0.64194
N 1.57444 1.19661 -0.96384
C -0.61044 0.96094 0.60942
F -1.65053 2.00640 0.63713
C -1.29526 -0.45195 0.56909
Cl -2.64733 -0.38636 -0.62868
H 1.89765 -1.15758 0.07959
H 0.77241 -2.45185 0.47057
H -0.36309 -1.64174 -1.03400
H -0.51921 0.51145 -1.51837
H 2.04861 0.91780 0.04754
H 1.25587 2.29259 -0.96994
H 0.12620 1.05005 1.42093
H -1.78161 -1.02544 1.48566